(1)
{
  "formula": "C11H13N3O",
  "method": "ωB97M-V/def2-TZVPD",
  "species": ["C", "O", "C", "C", "C", "C", "C", "C", "N", "N", "C", "C", "C", "C", "N", "H", "H", "H", "H", "H", "H", "H", "H", "H", "H", "H", "H", "H"],
  "positions_angstrom": [[-0.12875, -2.37391, -0.87590], [1.21681, -2.07016, -0.57450], [1.58191, -0.85800, -0.10108], [2.96402, -0.72325, 0.08747], [3.52814, 0.44882, 0.53557], [2.72120, 1.54066, 0.81913], [1.35796, 1.42384, 0.65325], [0.76931, 0.24364, 0.19651], [-0.63859, 0.25851, 0.05719], [-1.45938, -0.38796, 0.91326], [-2.68714, -0.04758, 0.57341], [-3.87061, -0.58509, 1.29603], [-2.67675, 0.84197, -0.51701], [-1.34225, 1.02508, -0.81444], [-0.72962, 1.70738, -1.84780], [-0.52127, -1.72134, -1.66103], [-0.11277, -3.40129, -1.23803], [-0.76405, -2.30451, 0.01073], [3.57436, -1.58251, -0.14198], [4.59758, 0.51439, 0.66503], [3.14876, 2.46546, 1.17384], [0.70792, 2.25488, 0.89078], [-3.53898, -1.22326, 2.11001], [-4.49697, -1.16433, 0.61845], [-4.47036, 0.22933, 1.69985], [-3.51862, 1.28120, -1.01131], [0.23225, 1.96072, -1.66956], [-1.27894, 2.46842, -2.21611]],
  "forces_ev_per_a": [[-0.5, -0.3, -0.1], [0.4, 0.3, 0.2], [0.1, 0.0, -0.1], [-0.1, -0.1, 0.0], [-0.1, -0.1, 0.0], [-0.1, 0.2, 0.0], [0.1, 0.0, 0.0], [0.2, 0.0, 0.1], [-0.3, 0.3, -0.5], [-0.3, -0.4, 0.9], [0.4, 0.0, -0.1], [0.1, 0.0, 0.0], [0.2, 0.2, -0.1], [-0.3, -0.2, 0.0], [0.1, 0.1, 0.0], [0.0, 0.0, 0.0], [0.0, 0.1, 0.0], [0.1, 0.0, -0.2], [0.1, -0.1, 0.0], [0.1, 0.0, 0.0], [0.0, 0.1, 0.0], [-0.1, 0.0, 0.0], [0.0, 0.0, 0.1], [-0.1, 0.0, 0.0], [-0.1, 0.0, 0.0], [-0.2, 0.1, -0.2], [-0.1, 0.1, -0.1], [0.1, 0.0, 0.0]],
  "lowdin_charge": [-0.0655, -0.0605, -0.2006, -0.0014, -0.0817, -0.0921, -0.0287, -0.1326, -0.0809, 0.1080, -0.3656, -0.0393, 0.0135, -0.3348, 0.1407, 0.0983, 0.0937, 0.0782, 0.1197, 0.1047, 0.1003, 0.1235, 0.0742, 0.0758, 0.0757, 0.0985, 0.0827, 0.0963],
  "homo_energy_ev": -8.111,
  "e_tot_ev": -18135.061,
  "gap_ev": 8.99,
  "total_charge": 0,
  "e_lumo_ev": 0.9,
  "smiles": "COc1ccccc1-n1nc(C)cc1N"
}

(2)
{
  "formula": "C11H13N3O",
  "method": "ωB97M-V/def2-TZVPD",
  "species": ["C", "C", "C", "C", "C", "C", "C", "C", "C", "C", "C", "N", "N", "N", "O", "H", "H", "H", "H", "H", "H", "H", "H", "H", "H", "H", "H", "H"],
  "positions_angstrom": [[0.80900, -2.28416, 0.85869], [2.44743, 1.99577, 1.24656], [3.21578, 1.40809, 0.33120], [1.14141, 1.59077, 1.17626], [2.33842, 0.63020, -0.46255], [1.85009, -2.30076, 0.04432], [2.57958, -0.46199, -1.43533], [0.02712, 0.07963, -0.35601], [-3.05016, -1.20121, 0.61249], [-3.01659, 0.93764, -0.61751], [-2.28434, -0.34601, -0.32655], [-0.03913, -2.64309, 1.59607], [2.59352, -1.86353, -0.83413], [1.05973, 0.76127, 0.07793], [-1.07506, 0.00936, 0.33747], [2.76544, 2.71467, 2.04951], [4.19282, 1.56565, -0.12479], [0.33939, 1.80467, 1.91923], [1.83789, -0.58135, -2.16455], [3.58349, -0.42351, -1.78745], [0.12492, -0.42346, -1.22340], [-4.11937, -1.39648, 0.25477], [-2.54322, -2.07838, 0.83602], [-3.11129, -0.58675, 1.43914], [-3.59692, 0.86836, -1.51338], [-2.39682, 1.79334, -0.84050], [-3.66610, 1.35219, 0.16706], [-2.00705, -0.92094, -1.26054]],
  "forces_ev_per_a": [[-2.1, -0.8, 1.8], [-1.2, 2.9, 4.4], [0.8, -2.5, -4.9], [-0.7, 0.7, 1.3], [1.0, -0.6, -0.5], [1.7, 1.0, -2.6], [0.7, 0.7, 1.9], [-1.1, -0.2, 2.8], [-2.3, 0.1, -1.9], [-0.4, 1.2, -0.4], [-0.2, -0.4, -1.7], [0.0, 0.6, -0.1], [0.0, -1.0, 1.4], [0.2, 0.6, 1.0], [1.4, 0.7, 0.5], [-0.2, -0.8, -1.0], [0.0, 0.2, 1.0], [0.6, -0.4, -1.3], [-0.7, 0.3, -1.5], [0.4, 0.5, -0.8], [0.0, -1.5, -2.9], [1.6, 0.2, 0.3], [0.8, -1.7, 0.5], [-0.4, 0.9, 2.3], [-0.7, -0.4, -0.5], [0.9, 0.0, -0.1], [0.1, -0.8, 0.1], [-0.3, 0.8, 0.7]],
  "lowdin_charge": [-0.3397, -0.1233, -0.0497, -0.0523, -0.1812, -0.1137, -0.1300, -0.1002, -0.0328, -0.0355, -0.4081, 0.1268, 0.0602, 0.0008, 0.0172, 0.1302, 0.1180, 0.1401, 0.0902, 0.1059, 0.1144, 0.1308, 0.0434, 0.0652, 0.0771, 0.0799, 0.0978, 0.1685],
  "homo_energy_ev": [-6.220, -6.098],
  "e_tot_ev": -18129.097,
  "gap_ev": [5.39, 5.18],
  "total_charge": 0,
  "e_lumo_ev": [-0.8, -0.9]
}

(3)
{
  "formula": "C11H13N5O5S",
  "method": "ωB97M-V/def2-TZVPD",
  "species": ["C", "C", "C", "O", "C", "C", "C", "N", "C", "N", "C", "S", "C", "N", "N", "C", "O", "C", "N", "O", "O", "O", "H", "H", "H", "H", "H", "H", "H", "H", "H", "H", "H", "H", "H"],
  "positions_angstrom": [[3.90539, -0.38853, -2.75220], [3.21246, -0.60451, -1.48483], [3.40992, -2.10883, -0.96676], [3.78055, 0.44029, -0.66809], [2.70398, 1.39575, -0.50073], [1.43235, 0.78311, -1.09722], [0.45857, 0.74190, -0.01229], [-0.81278, 0.04777, -0.28536], [-1.79098, 0.05405, 0.65894], [-1.82765, 1.13132, 1.60421], [-2.88347, 1.33217, 2.29908], [-3.36315, 2.71638, 3.29797], [-4.96644, 2.01406, 3.50315], [-5.12185, 0.77580, 3.01051], [-3.98352, 0.43592, 2.32356], [-3.84020, -0.75517, 1.61048], [-4.53042, -1.76658, 1.76469], [-2.82336, -0.75909, 0.56477], [-2.81365, -1.69785, -0.51688], [-3.89600, -1.75575, -1.26471], [-1.79196, -2.42234, -0.58184], [1.74722, -0.54448, -1.56929], [3.89377, -1.36490, -3.23729], [4.88177, 0.01986, -2.48526], [3.31572, 0.36328, -3.25375], [2.84886, -2.22277, -0.01353], [4.45541, -2.35324, -0.70223], [3.04070, -2.77997, -1.67478], [2.61676, 1.62466, 0.55429], [2.90265, 2.34363, -0.95135], [1.06630, 1.48941, -1.89036], [0.27127, 1.75452, 0.41814], [0.84595, 0.32455, 0.93495], [-0.76111, -0.80518, -0.83610], [-5.58306, 2.54076, 4.20010]],
  "forces_ev_per_a": [[-0.2, -0.5, -0.9], [0.2, -2.8, 1.4], [0.9, 2.7, 2.5], [-2.7, -0.1, 0.7], [0.8, -0.6, 0.4], [0.3, 0.5, -0.9], [-2.0, 0.1, 2.9], [0.9, 1.1, 0.5], [1.5, 3.3, 0.1], [0.7, -0.4, -0.8], [-1.5, -1.1, -0.2], [0.1, -0.6, -0.7], [1.6, -3.2, -1.1], [0.4, 3.0, 1.0], [1.1, 1.4, 0.2], [-1.8, -3.7, -1.6], [0.5, 2.1, 0.4], [-1.8, -0.4, 1.0], [-3.1, -2.2, -1.5], [4.9, 0.0, 2.8], [-2.5, 1.1, -0.9], [1.6, 2.2, 0.6], [0.4, 0.5, -0.8], [0.0, -0.5, -0.6], [0.1, 0.2, -0.8], [0.2, 0.1, -0.7], [-0.3, 0.3, -0.5], [-0.6, -1.0, -1.2], [-0.2, -0.3, 0.4], [0.6, 0.5, -0.7], [0.2, -1.1, 0.2], [-0.3, -0.3, -1.1], [0.6, -0.6, -0.6], [0.3, 0.3, 0.3], [-0.9, -0.3, -0.1]],
  "lowdin_charge": [-0.0009, -0.5499, 0.0214, -0.0506, -0.1073, -0.2941, -0.1604, 0.1040, -0.2340, 0.1394, -0.5387, 1.0462, -0.3816, 0.0859, -0.0470, -0.3297, 0.0973, -0.0770, -0.2488, 0.0701, 0.0696, -0.0208, 0.0955, 0.1085, 0.0975, 0.0911, 0.0913, 0.0539, 0.1194, 0.1172, 0.1690, 0.1359, 0.1415, 0.1213, 0.0648],
  "homo_energy_ev": -9.116,
  "e_tot_ev": -40135.115,
  "gap_ev": 8.31,
  "total_charge": 0,
  "e_lumo_ev": -0.8,
  "smiles": "CC1(C)OC[C@H](CNc2nc3scnn3c(=O)c2[N+](=O)[O-])O1"
}

(4)
{
  "formula": "C11H13N5O7",
  "method": "ωB97M-V/def2-TZVPD",
  "species": ["O", "N", "O", "C", "C", "C", "N", "O", "O", "C", "N", "O", "N", "O", "C", "C", "H", "H", "C", "N", "C", "C", "O", "C", "C", "H", "H", "H", "H", "H", "H", "H", "H", "H", "H", "H"],
  "positions_angstrom": [[-1.98303, -1.53036, -2.95560], [-1.76056, -0.90101, -1.89129], [-2.56038, -0.93975, -0.91998], [-0.58419, -0.06754, -1.82656], [0.20748, 0.06189, -2.99820], [1.19392, 1.04645, -3.11515], [2.03081, 1.13388, -4.30923], [2.99845, 1.91109, -4.37682], [1.70730, 0.36917, -5.25025], [1.26068, 2.00773, -2.02896], [1.75945, 3.26965, -2.05611], [1.38540, 3.80621, -0.81989], [0.55241, 2.94101, -0.10794], [0.13953, 3.23637, 1.00074], [0.49929, 1.74721, -0.86377], [-0.45158, 0.75122, -0.69052], [-0.02676, -0.56091, -3.86395], [-1.27054, 0.90975, 0.01336], [1.15681, 0.05876, 1.94675], [-0.07757, -0.36116, 1.29776], [-1.22606, 0.00442, 2.19257], [-1.53003, -1.08779, 3.20494], [-1.61625, -2.34311, 2.54582], [-0.39822, -2.77494, 1.95286], [0.05765, -1.78391, 0.87692], [2.00119, -0.21286, 1.29415], [1.13700, 1.15265, 2.10945], [1.26376, -0.46463, 2.92839], [-0.90049, 0.92712, 2.69132], [-2.11153, 0.21494, 1.56975], [-0.75898, -1.10852, 3.99528], [-2.51800, -0.87707, 3.64093], [0.39935, -2.87774, 2.72163], [-0.59343, -3.75765, 1.47433], [-0.50695, -1.94266, -0.05765], [1.12407, -1.95789, 0.67493]],
  "forces_ev_per_a": [[0.7, 1.2, 2.1], [-2.5, -1.5, -0.8], [2.0, 0.3, -1.6], [-0.2, 0.5, 0.8], [1.1, 0.9, -0.5], [-0.9, -0.6, 0.9], [0.6, -0.4, -2.3], [-2.0, -1.2, 0.9], [0.5, 1.3, 1.8], [0.7, 1.5, -0.9], [-0.7, -2.0, 1.2], [-0.6, -0.4, 0.1], [0.8, -1.8, -1.0], [0.2, -0.1, -1.1], [0.6, 3.1, 1.0], [-1.4, -0.5, -0.6], [0.3, 0.1, 0.4], [0.3, -0.1, -0.7], [0.4, 0.1, 0.3], [0.4, -0.6, 0.5], [0.6, -0.2, -0.8], [0.0, 0.0, -0.4], [-0.1, -0.2, 0.1], [0.0, 0.2, -0.1], [-0.4, 0.2, 0.0], [-0.2, 0.3, 0.4], [0.1, -0.5, 0.0], [0.2, 0.5, -0.5], [-0.4, -0.1, -0.1], [0.2, -0.2, 0.2], [-0.2, -0.1, -0.1], [0.4, -0.3, 0.0], [-0.4, -0.1, -0.2], [0.1, 0.6, 0.5], [0.2, 0.0, 0.5], [-0.4, 0.0, -0.1]],
  "lowdin_charge": [0.0571, -0.3194, 0.0473, -0.1300, 0.1158, -0.0574, -0.3143, 0.0819, 0.0464, -0.1426, 0.1652, 0.0502, -0.1541, 0.0781, -0.0841, 0.0681, 0.1374, 0.1209, -0.0792, -0.2162, -0.1350, -0.1788, -0.1271, -0.1718, -0.1368, 0.0963, 0.0849, 0.1027, 0.1241, 0.1196, 0.1243, 0.1350, 0.1264, 0.1383, 0.1038, 0.1234],
  "homo_energy_ev": -9.073,
  "e_tot_ev": -33388.524,
  "gap_ev": 7.02,
  "total_charge": 0,
  "e_lumo_ev": -2.1,
  "smiles": "O=[N+]([O-])c1cc([N+](=O)[O-])c2no[n+]([O-])c2c1.CN1CCOCC1"
}